This record from OMol25 describes an isolated molecule of C20H22N2O5. The level of theory is wB97M-V/def2-TZVPD.

CARTESIAN COORDINATES (ANGSTROEM)
C (5.083, -2.464, -3.009)
H (5.986, -2.960, -2.660)
H (5.368, -1.641, -3.659)
H (4.500, -3.178, -3.587)
C (4.266, -1.953, -1.825)
C (5.094, -1.019, -0.948)
H (5.946, -1.549, -0.529)
H (4.499, -0.622, -0.128)
H (5.465, -0.183, -1.536)
C (3.757, -3.138, -0.991)
O (2.871, -3.977, -1.704)
C (1.587, -3.594, -1.912)
C (0.824, -4.462, -2.701)
C (-0.496, -4.180, -2.981)
C (-1.086, -3.033, -2.478)
C (-0.346, -2.174, -1.676)
C (0.992, -2.447, -1.397)
H (1.567, -1.750, -0.810)
C (-1.022, -0.958, -1.162)
O (-1.973, -0.419, -1.700)
N (-0.496, -0.447, -0.016)
N (-1.082, 0.666, 0.572)
C (-0.669, 1.099, 1.768)
O (0.224, 0.558, 2.397)
C (-1.414, 2.324, 2.283)
O (-2.400, 2.721, 1.356)
C (-3.313, 3.616, 1.874)
C (-4.128, 4.304, 0.985)
C (-5.035, 5.235, 1.454)
C (-5.124, 5.494, 2.812)
C (-4.330, 4.800, 3.704)
C (-3.428, 3.848, 3.246)
O (-2.675, 3.162, 4.165)
C (-2.064, 2.012, 3.639)
H (-1.311, 1.686, 4.357)
H (-2.809, 1.216, 3.496)
H (-4.390, 4.973, 4.767)
H (-5.821, 6.231, 3.180)
H (-5.664, 5.765, 0.756)
H (-4.028, 4.095, -0.068)
H (-0.686, 3.138, 2.432)
H (-1.836, 1.078, 0.032)
H (0.179, -0.900, 0.586)
H (-2.114, -2.788, -2.694)
H (-1.068, -4.855, -3.599)
H (1.302, -5.349, -3.085)
H (3.297, -2.789, -0.058)
H (4.598, -3.788, -0.733)
H (3.402, -1.405, -2.216)

Summary:
* LUMO level: 0.524 eV
* highest occupied orbital energy: -8.7 eV
* total charge: 0
* gap between HOMO and LUMO: 9.2 eV
* SMILES: CC(C)COc1cccc(C(=O)NNC(=O)[C@@H]2COc3ccccc3O2)c1
* ΔE to the lowest compared entry with this formula, charge and spin: 2.8475 eV

***

This record from OMol25 describes C41H32CaClF2IN6OS2 as an isolated structure. The level of theory is wB97M-V/def2-TZVPD.

CARTESIAN COORDINATES (ANGSTROEM)
Ca (1.083, -0.471, 1.079)
F (1.019, -1.263, 6.873)
C (0.276, -0.892, 5.792)
C (0.704, -1.190, 4.518)
C (-0.048, -0.828, 3.390)
C (-1.265, -0.147, 3.626)
C (-1.640, 0.156, 4.934)
F (-2.776, 0.878, 5.211)
C (-0.900, -0.205, 6.039)
C (-2.087, 0.233, 2.442)
C (-3.449, 0.555, 2.505)
C (-4.137, 0.872, 1.347)
C (-3.472, 0.852, 0.133)
C (-2.134, 0.494, 0.147)
N (-1.460, 0.197, 1.254)
H (1.647, -1.721, 4.406)
H (-1.219, 0.053, 7.038)
H (-3.959, 0.556, 3.454)
H (-5.190, 1.127, 1.399)
H (-3.959, 1.079, -0.806)
H (-1.565, 0.425, -0.772)
Cl (6.181, 2.474, 5.502)
C (5.327, 1.538, 4.287)
C (5.964, 0.502, 3.669)
C (5.308, -0.274, 2.705)
I (6.314, -1.864, 1.807)
C (3.974, -0.062, 2.333)
O (3.329, -0.759, 1.493)
C (3.339, 1.089, 2.975)
N (2.073, 1.358, 2.566)
C (1.419, 2.352, 3.113)
C (1.975, 3.165, 4.115)
C (3.253, 2.927, 4.528)
C (3.990, 1.868, 3.955)
H (6.989, 0.277, 3.932)
H (0.413, 2.535, 2.751)
H (1.391, 3.973, 4.535)
H (3.715, 3.540, 5.290)
C (-1.070, 2.533, -2.386)
N (-0.490, 3.168, -1.209)
C (0.837, 3.224, -0.972)
N (1.595, 2.313, -1.608)
S (1.486, 4.404, 0.050)
H (-2.154, 2.599, -2.318)
H (-0.797, 1.481, -2.445)
H (-0.739, 3.020, -3.307)
H (-1.003, 3.911, -0.767)
H (1.200, 1.387, -1.827)
H (2.562, 2.319, -1.329)
C (-1.721, -3.896, 3.175)
N (-1.801, -3.426, 1.810)
C (-2.949, -3.058, 1.130)
C (-2.564, -2.629, -0.089)
N (-1.191, -2.743, -0.146)
C (-0.712, -3.244, 1.018)
S (0.878, -3.615, 1.423)
H (-2.701, -3.781, 3.635)
H (-0.985, -3.301, 3.715)
H (-1.414, -4.943, 3.204)
H (-3.924, -3.109, 1.580)
H (-3.144, -2.235, -0.902)
H (-0.587, -2.306, -0.860)
C (0.588, -0.619, -1.393)
C (0.276, -0.688, -2.591)
C (-0.090, -0.647, -3.966)
C (-1.467, -0.343, -4.269)
C (-2.481, -0.585, -3.306)
C (-3.806, -0.254, -3.511)
C (-4.219, 0.353, -4.696)
C (-3.246, 0.618, -5.657)
C (-1.918, 0.283, -5.460)
C (0.947, -0.846, -4.954)
C (0.702, -1.139, -6.317)
C (1.731, -1.341, -7.222)
C (3.063, -1.276, -6.831)
C (3.330, -1.026, -5.486)
C (2.312, -0.824, -4.575)
H (-2.172, -1.051, -2.382)
H (-4.536, -0.478, -2.738)
H (-5.258, 0.615, -4.861)
H (-3.528, 1.115, -6.580)
H (-1.197, 0.560, -6.217)
H (-0.316, -1.255, -6.662)
H (1.482, -1.570, -8.254)
H (3.864, -1.431, -7.543)
H (4.357, -0.991, -5.139)
H (2.549, -0.654, -3.532)

Summary:
* LUMO level: 3.773 eV
* highest occupied orbital energy: -0.7 eV
* total charge: -2
* gap between HOMO and LUMO: 4.5 eV
* ΔE to the lowest compared entry with this formula, charge and spin: 0.0909 eV

***

This record from OMol25 describes an isolated molecule of C6H7N5. The level of theory is wB97M-V/def2-TZVPD.

CARTESIAN COORDINATES (ANGSTROEM)
C (-2.204, 2.085, 0.688)
C (-0.448, 0.279, -0.022)
C (-0.903, -1.828, 0.266)
C (1.123, -1.516, -0.181)
C (2.158, 0.212, -0.969)
C (0.933, -0.083, -0.392)
H (-2.249, 1.854, 1.795)
H (-2.072, 3.189, 0.329)
H (-3.006, 1.549, 0.272)
H (-0.151, 2.457, 0.173)
H (-1.785, -2.617, 0.139)
H (2.624, -2.776, -0.509)
H (2.411, 1.278, -1.217)
N (-0.831, 1.554, 0.250)
N (-1.341, -0.603, 0.434)
N (0.227, -2.418, 0.226)
N (2.455, -1.786, -0.342)
N (3.059, -0.831, -0.940)

Summary:
* LUMO level: 0.616 eV
* highest occupied orbital energy: -8.2 eV
* total charge: 0
* gap between HOMO and LUMO: 8.8 eV
* SMILES: CNc1ncnc2[nH]ncc12
* ΔE to the lowest compared entry with this formula, charge and spin: 3.2358 eV

***

This record from OMol25 describes a 2-piece molecular cluster, C2H5Cl2N6 overall. The level of theory is wB97M-V/def2-TZVPD.

CARTESIAN COORDINATES (ANGSTROEM)
C (-2.086, 1.016, -0.189)
C (1.341, 0.766, -0.195)
N (-0.694, -2.308, 0.351)
N (-0.928, 1.179, -0.370)
N (0.333, 1.399, -0.633)
N (2.481, 1.546, -0.140)
N (-3.274, 0.898, -0.364)
N (1.359, -0.514, 0.219)
Cl (-1.852, -2.651, -0.762)
Cl (-4.439, 0.323, 0.673)
H (2.554, 2.510, -0.348)
H (3.260, 0.947, -0.013)
H (-0.688, -3.137, 0.975)
H (0.497, -1.051, 0.151)
H (2.135, -0.922, 0.645)

Summary:
* LUMO level (alpha / beta): -5.227 / -6.751 eV
* highest occupied orbital energy (alpha / beta): -13.5 / -13.7 eV
* total charge: +1
* gap between HOMO and LUMO (alpha / beta): 8.2 / 7.0 eV
* ΔE to the lowest compared entry with this formula, charge and spin: 1.6350 eV

***

This record from OMol25 describes a 2-piece molecular cluster, C2H5ClO2 overall. The level of theory is wB97M-V/def2-TZVPD.

CARTESIAN COORDINATES (ANGSTROEM)
C (1.253, -0.591, 0.179)
C (-0.921, 0.174, -0.184)
O (-0.789, 1.468, 0.149)
O (-0.132, -0.738, 0.427)
Cl (-2.575, -0.413, -0.133)
H (1.734, -1.478, 0.582)
H (1.650, 0.311, 0.649)
H (1.409, -0.527, -0.906)
H (-0.451, 0.147, -1.782)
H (-1.177, 1.647, 1.020)

Summary:
* LUMO level: 0.730 eV
* highest occupied orbital energy: -10.0 eV
* total charge: 0
* gap between HOMO and LUMO: 10.7 eV
* ΔE to the lowest compared entry with this formula, charge and spin: 2.2787 eV

***

This record from OMol25 describes C16H12Br2N5ORu as an isolated structure. The level of theory is wB97M-V/def2-TZVPD.

CARTESIAN COORDINATES (ANGSTROEM)
Ru (0.969, 0.195, -0.346)
N (-0.168, -0.676, -4.155)
C (0.225, 0.615, -4.481)
C (0.651, 1.201, -3.335)
N (0.512, 0.276, -2.306)
C (0.023, -0.848, -2.854)
C (-0.181, -1.926, -1.908)
N (0.251, -1.689, -0.660)
C (-0.147, -2.758, 0.119)
C (-0.802, -3.642, -0.681)
N (-0.814, -3.096, -1.949)
H (-0.500, -1.361, -4.821)
H (0.161, 0.985, -5.491)
H (1.019, 2.200, -3.178)
H (0.074, -2.833, 1.169)
H (-1.251, -4.597, -0.464)
H (-1.247, -3.527, -2.756)
C (3.351, -1.465, 1.283)
C (2.648, -0.472, 2.151)
C (3.054, -0.200, 3.465)
C (2.379, 0.716, 4.239)
C (1.281, 1.406, 3.696)
C (0.489, 2.426, 4.364)
Br (0.862, 2.891, 6.082)
C (-0.560, 3.072, 3.698)
C (-0.866, 2.799, 2.374)
Br (-2.217, 3.671, 1.488)
C (-0.105, 1.817, 1.689)
O (-0.302, 1.517, 0.432)
C (0.931, 1.104, 2.390)
N (1.588, 0.171, 1.641)
H (4.274, -1.812, 1.742)
H (3.643, -1.028, 0.322)
H (2.720, -2.338, 1.102)
H (3.911, -0.724, 3.866)
H (2.703, 0.914, 5.253)
H (-1.139, 3.817, 4.228)

Summary:
* LUMO level (alpha / beta): -11.082 / -12.680 eV
* highest occupied orbital energy (alpha / beta): -17.8 / -18.2 eV
* total charge: +3
* gap between HOMO and LUMO (alpha / beta): 6.7 / 5.5 eV
* multiplicity: 5

***

This record from OMol25 describes a 4-piece molecular cluster, C23H53BrNO5P overall. The level of theory is wB97M-V/def2-TZVPD.

CARTESIAN COORDINATES (ANGSTROEM)
C (-2.494, -1.911, 1.920)
C (-1.894, -0.522, 1.636)
C (-2.796, 0.550, 2.241)
Br (-4.245, 0.974, 1.002)
C (-2.038, 1.830, 2.593)
O (-1.036, 2.059, 1.610)
C (-0.996, 3.291, 0.997)
N (-0.586, 4.324, 1.797)
O (-1.205, 3.378, -0.180)
P (-1.340, 1.882, 4.287)
O (-0.569, 3.114, 4.485)
O (-0.429, 0.609, 4.551)
O (-2.616, 1.740, 5.244)
H (-2.612, -2.052, 2.998)
H (-1.864, -2.706, 1.527)
H (-3.494, -1.973, 1.490)
H (-1.895, -0.411, 0.555)
H (-0.885, -0.509, 2.049)
H (-3.281, 0.157, 3.135)
H (-2.748, 2.666, 2.570)
H (-0.743, 5.200, 1.313)
H (-0.959, 4.369, 2.738)
H (-0.924, -0.223, 4.537)
H (-3.439, 1.828, 4.746)
C (-0.630, -0.562, -2.498)
C (-0.360, -1.918, -1.852)
C (1.102, -2.125, -1.462)
C (2.080, -2.098, -2.637)
C (1.787, -3.118, -3.737)
C (1.863, -4.566, -3.262)
H (-0.081, -0.448, -3.434)
H (-1.692, -0.455, -2.726)
H (-0.347, 0.257, -1.833)
H (-0.688, -2.717, -2.523)
H (-0.976, -2.007, -0.952)
H (1.195, -3.074, -0.926)
H (1.394, -1.348, -0.747)
H (3.090, -2.268, -2.252)
H (2.093, -1.098, -3.078)
H (2.510, -2.971, -4.544)
H (0.802, -2.928, -4.174)
H (2.849, -4.788, -2.850)
H (1.684, -5.255, -4.089)
H (1.118, -4.778, -2.493)
C (-2.684, 0.726, -9.073)
C (-3.410, -0.356, -8.279)
C (-3.389, -0.120, -6.770)
C (-1.996, -0.110, -6.140)
C (-1.171, -1.378, -6.358)
C (-1.802, -2.625, -5.745)
H (-1.624, 0.770, -8.821)
H (-2.757, 0.536, -10.145)
H (-3.119, 1.709, -8.878)
H (-2.981, -1.333, -8.515)
H (-4.453, -0.395, -8.607)
H (-4.004, -0.884, -6.284)
H (-3.874, 0.836, -6.552)
H (-2.103, 0.057, -5.065)
H (-1.432, 0.747, -6.520)
H (-0.184, -1.228, -5.912)
H (-1.001, -1.540, -7.426)
H (-1.952, -2.494, -4.670)
H (-1.162, -3.496, -5.890)
H (-2.770, -2.852, -6.196)
C (3.425, 3.178, 4.782)
C (2.673, 2.111, 5.572)
C (2.764, 2.296, 7.085)
C (4.177, 2.211, 7.664)
C (4.914, 0.906, 7.369)
C (4.229, -0.325, 7.955)
H (4.496, 3.160, 4.990)
H (3.296, 3.026, 3.710)
H (3.047, 4.173, 5.024)
H (3.040, 1.119, 5.290)
H (1.622, 2.142, 5.285)
H (2.125, 1.552, 7.571)
H (2.339, 3.270, 7.347)
H (4.118, 2.346, 8.749)
H (4.776, 3.046, 7.291)
H (5.924, 0.977, 7.780)
H (5.034, 0.777, 6.290)
H (4.125, -0.233, 9.039)
H (4.808, -1.227, 7.751)
H (3.234, -0.472, 7.532)

Summary:
* LUMO level: -0.070 eV
* highest occupied orbital energy: -10.3 eV
* total charge: 0
* gap between HOMO and LUMO: 10.3 eV
* SMILES: CC[C@H](Br)[C@H](OC(N)=O)P(=O)(O)O.CCCCCC.CCCCCC.CCCCCC

***

This record from OMol25 describes an isolated molecule of C5H8O2. The level of theory is wB97M-V/def2-TZVPD.

CARTESIAN COORDINATES (ANGSTROEM)
O (-0.886, -0.110, 2.032)
C (0.176, -0.783, 1.399)
C (-0.125, -1.152, -0.046)
C (-0.395, 0.066, -0.938)
O (-1.553, 0.745, -0.439)
C (0.782, 0.955, -1.007)
C (1.752, 1.660, -1.119)
H (-1.296, 0.452, 1.354)
H (0.357, -1.719, 1.940)
H (1.104, -0.187, 1.434)
H (-0.991, -1.822, -0.080)
H (0.735, -1.703, -0.448)
H (-0.622, -0.282, -1.953)
H (-1.645, 1.590, -0.899)
H (2.608, 2.290, -1.231)

Summary:
* LUMO level: 0.672 eV
* highest occupied orbital energy: -9.9 eV
* total charge: 0
* gap between HOMO and LUMO: 10.5 eV
* SMILES: C#C[C@H](O)CCO
* ΔE to the lowest compared entry with this formula, charge and spin: 2.4429 eV

***

Number 1: E_tot -34314.4860 eV, strongest force on any atom 0.922 eV Å⁻¹. Number 2: E_tot -120196.0989 eV, strongest force on any atom 0.617 eV Å⁻¹. Number 3: E_tot -13783.4173 eV, strongest force on any atom 7.689 eV Å⁻¹. Number 4: E_tot -36127.2494 eV, strongest force on any atom 6.712 eV Å⁻¹. Number 5: E_tot -18770.0046 eV, strongest force on any atom 4.818 eV Å⁻¹. Number 6: E_tot -168923.5095 eV, strongest force on any atom 0.779 eV Å⁻¹. Number 7: E_tot -115773.3669 eV, strongest force on any atom 1.427 eV Å⁻¹. Number 8: E_tot -9407.3893 eV, strongest force on any atom 0.525 eV Å⁻¹.